1.
ORCA calculation (ωB97M-V/def2-TZVPD) on a structure of composition C41H41N3O2S2TeV.

Output
<S²>: 0.767
HOMO (spin up / spin down) (eV): -7.1 / -7.1
Spin multiplicity: 2
Kohn-Sham gap (spin up / spin down) (eV): 6.27 / 6.43
Largest force on an atom (eV Å⁻¹): 0.59

Structure (XYZ):
```
91
Properties=species:S:1:pos:R:3:forces:R:3
V 1.035 -0.744 2.239 -0.13 0.15 0.20
C -2.485 -3.248 3.671 -0.01 0.02 0.00
C -1.284 -2.794 2.885 -0.01 -0.01 -0.01
N -0.866 -1.567 2.979 0.03 -0.06 0.09
N -1.708 -0.755 3.745 -0.05 0.06 -0.07
C -1.447 0.493 3.631 0.06 -0.06 0.03
S -0.156 1.178 2.691 -0.27 0.11 -0.13
S -2.468 1.663 4.469 -0.03 0.02 -0.06
C -4.118 0.956 4.138 0.05 -0.03 0.05
C -4.463 0.980 2.676 0.02 0.00 0.00
C -4.841 2.169 2.058 0.04 0.02 -0.01
C -5.121 2.201 0.701 0.00 0.00 0.02
C -5.029 1.041 -0.058 0.00 -0.01 -0.01
C -4.661 -0.148 0.552 0.01 0.00 -0.01
C -4.375 -0.176 1.910 -0.06 0.01 -0.01
C -0.621 -3.775 2.014 0.00 -0.02 0.00
C -1.215 -5.027 1.784 0.01 -0.01 -0.01
C -0.623 -5.979 0.983 -0.02 0.00 0.01
C 0.606 -5.710 0.386 0.02 0.02 -0.02
C 1.206 -4.482 0.566 -0.03 -0.01 -0.02
C 0.590 -3.510 1.354 0.03 0.04 0.04
O 1.204 -2.335 1.468 -0.03 -0.30 -0.19
H -2.574 -2.663 4.580 0.00 0.00 -0.02
H -2.409 -4.301 3.919 0.01 0.00 0.02
H -3.399 -3.096 3.092 0.00 -0.04 -0.01
H -4.787 1.597 4.713 -0.02 -0.01 0.00
H -4.164 -0.050 4.550 0.01 0.00 0.00
H -4.903 3.079 2.644 0.00 0.00 0.00
H -5.410 3.133 0.233 0.00 0.00 0.00
H -5.247 1.065 -1.118 0.01 0.00 0.00
H -4.595 -1.059 -0.030 0.01 0.00 -0.01
H -4.081 -1.102 2.384 0.00 0.00 0.02
H -2.169 -5.259 2.232 0.00 0.00 0.00
H -1.111 -6.931 0.827 0.00 0.00 0.00
H 1.087 -6.459 -0.229 0.00 0.00 0.00
H 2.147 -4.228 0.099 0.00 0.01 -0.01
C -1.970 4.231 -5.863 0.00 0.00 0.00
C -1.185 3.734 -4.680 0.01 -0.01 0.01
C 0.024 3.073 -4.843 -0.01 0.00 -0.01
C 0.758 2.599 -3.761 -0.01 0.01 0.00
C 2.067 1.912 -4.044 0.01 -0.01 0.01
C 0.261 2.776 -2.459 0.00 0.05 -0.08
Te 1.343 2.013 -0.783 -0.12 0.10 -0.14
N 2.221 0.456 1.483 0.50 0.32 -0.02
C 2.956 0.311 2.544 -0.18 -0.23 -0.03
O 2.401 -0.469 3.490 0.17 -0.06 0.16
C 4.296 0.876 2.764 0.00 -0.05 -0.04
C 4.770 1.845 1.883 0.04 -0.02 -0.01
C 6.038 2.369 2.065 -0.01 0.00 -0.01
C 6.829 1.924 3.117 0.00 0.00 0.00
C 6.353 0.957 3.994 0.00 0.01 0.00
C 5.083 0.433 3.822 -0.02 0.02 0.03
C 1.179 -0.008 -1.431 -0.08 0.07 0.05
C -0.084 -0.565 -1.670 -0.02 -0.01 0.02
C -1.388 0.143 -1.408 0.02 -0.03 0.01
C -0.166 -1.854 -2.199 0.01 -0.03 0.03
C 0.959 -2.603 -2.492 0.00 0.02 0.03
C 0.851 -3.975 -3.100 0.00 0.00 -0.01
C 2.200 -2.046 -2.208 0.00 -0.01 -0.02
C 2.334 -0.769 -1.678 0.07 0.03 -0.03
C 3.727 -0.267 -1.407 0.00 -0.03 0.03
C -0.951 3.459 -2.276 -0.02 -0.02 0.08
C -1.577 3.728 -0.927 0.00 0.00 0.00
C -1.649 3.923 -3.388 0.01 -0.01 -0.01
H -1.402 4.121 -6.787 0.00 0.00 0.00
H -2.229 5.285 -5.749 0.00 0.00 0.00
H -2.903 3.676 -5.975 0.00 0.00 0.00
H 0.417 2.928 -5.845 0.00 0.00 0.00
H 2.370 2.083 -5.077 0.00 -0.01 0.00
H 1.993 0.834 -3.885 0.00 0.00 0.01
H 2.854 2.281 -3.384 0.00 -0.01 0.01
H 4.137 2.171 1.067 -0.01 0.00 0.00
H 6.412 3.126 1.388 0.00 0.00 0.00
H 7.821 2.334 3.256 0.00 0.00 0.00
H 6.974 0.615 4.812 0.00 0.00 0.00
H 4.688 -0.315 4.496 0.00 0.00 -0.01
H -1.272 1.006 -0.757 0.01 0.01 0.06
H -2.091 -0.543 -0.933 -0.03 -0.02 -0.02
H -1.835 0.486 -2.345 0.01 0.05 0.01
H -1.149 -2.271 -2.396 0.00 0.00 0.00
H -0.187 -4.232 -3.310 0.00 0.00 0.00
H 1.254 -4.735 -2.428 0.01 -0.02 0.02
H 1.412 -4.034 -4.034 0.00 0.01 0.00
H 3.100 -2.613 -2.430 0.00 -0.01 0.02
H 4.429 -0.687 -2.128 0.01 -0.02 0.01
H 4.051 -0.563 -0.406 -0.02 0.02 0.00
H 3.781 0.820 -1.452 0.02 -0.02 -0.03
H -0.964 3.387 -0.097 -0.01 0.00 0.00
H -2.546 3.229 -0.850 0.00 -0.01 0.00
H -1.753 4.798 -0.800 0.00 0.01 0.00
H -2.586 4.450 -3.232 0.00 0.00 0.00
```
Forces are in eV/Å.

Atomic partial charges in e from the Mulliken method, atoms 1 to 8:
1 V 0.467
2 C -1.952
3 C 1.289
4 N 0.812
5 N -0.922
6 C 0.571
7 S -0.329
8 S -0.109

---

2.
ORCA calculation (ωB97M-V/def2-TZVPD) on a structure of composition C41H41O2P2Ti.

Output
<S²>: 0.756
HOMO (spin up / spin down) (eV): -14.1 / -14.1
Energy relative to the best compared isomer or geometry (same formula, charge and spin) (kcal per mole): 1.9
Spin multiplicity: 2
Kohn-Sham gap (spin up / spin down) (eV): 6.15 / 6.35
Net charge: +2
Largest force on an atom (eV Å⁻¹): 10.31

Structure (XYZ):
```
87
Properties=species:S:1:pos:R:3:forces:R:3
Ti 0.171 -0.064 -0.115 5.44 0.13 -0.98
P -0.411 2.390 -0.419 -0.50 2.64 -0.51
C -1.267 -0.070 1.104 -8.13 0.14 6.35
O -2.232 -0.083 1.788 4.97 -0.04 -3.40
P -0.616 -2.471 -0.157 -0.24 -2.69 -0.51
C -0.480 3.435 1.085 0.44 -0.37 0.60
C -1.936 3.011 -1.241 -0.23 -0.79 -0.29
C 0.941 3.128 -1.400 0.31 -0.35 -0.36
C 0.959 -3.346 -0.438 -0.04 0.15 0.08
C -1.244 -3.393 1.285 -0.34 0.48 0.67
C -1.707 -2.998 -1.530 -0.11 0.61 -0.32
C 0.520 4.353 1.435 0.00 -0.28 -0.02
C 0.502 4.964 2.690 -0.24 -0.07 0.03
C -0.517 4.666 3.600 0.07 -0.11 -0.32
C -1.556 3.811 3.221 0.02 0.15 0.05
C -1.544 3.212 1.967 0.13 -0.23 0.15
H 1.322 4.578 0.735 -0.08 -0.07 0.15
H 1.291 5.665 2.964 -0.21 -0.19 -0.09
H -0.499 5.096 4.599 -0.06 -0.02 -0.22
H -2.378 3.608 3.907 0.21 0.07 -0.16
H -2.356 2.545 1.676 0.11 0.18 0.12
C 2.254 2.704 -1.151 0.19 -0.06 -0.19
C 3.327 3.241 -1.868 -0.24 0.10 -0.01
C 3.088 4.204 -2.855 -0.22 -0.14 0.21
C 1.774 4.600 -3.132 0.17 -0.08 0.11
C 0.704 4.062 -2.417 0.10 0.06 0.03
H 2.437 1.923 -0.408 0.04 0.33 -0.10
H 4.347 2.916 -1.661 -0.29 0.07 -0.03
H 3.923 4.638 -3.406 -0.28 -0.14 0.13
H 1.588 5.337 -3.913 0.01 -0.19 0.20
H -0.313 4.375 -2.649 0.26 -0.05 0.04
C -2.440 4.301 -1.013 -0.05 0.03 0.04
C -3.594 4.736 -1.673 0.33 -0.48 -0.06
C -4.244 3.878 -2.565 0.12 0.01 0.08
C -3.747 2.593 -2.791 0.06 -0.14 -0.12
C -2.592 2.156 -2.141 -0.13 0.48 0.26
H -1.939 4.976 -0.318 -0.14 -0.22 -0.19
H -3.971 5.738 -1.491 0.06 -0.19 -0.05
H -5.139 4.218 -3.089 0.25 -0.15 0.17
H -4.252 1.921 -3.486 0.09 0.23 0.17
H -2.194 1.155 -2.323 -0.16 0.14 -0.08
C -2.492 -4.025 1.287 -0.06 0.18 -0.11
C -2.985 -4.594 2.464 0.26 0.01 0.23
C -2.244 -4.532 3.653 -0.03 0.17 -0.54
C -0.986 -3.921 3.645 0.04 -0.09 0.03
C -0.486 -3.372 2.468 -0.04 0.25 -0.04
H -3.082 -4.063 0.367 0.12 -0.01 0.37
H -3.960 -5.074 2.456 0.19 0.06 0.00
H -2.644 -4.950 4.574 0.08 0.07 -0.23
H -0.391 -3.872 4.562 -0.22 -0.06 -0.37
H 0.504 -2.914 2.460 -0.25 -0.09 0.08
C 1.934 -2.640 -1.130 0.54 -0.20 -0.02
C 3.197 -3.208 -1.320 -0.14 0.00 -0.03
C 3.474 -4.486 -0.823 0.00 0.33 -0.22
C 2.480 -5.206 -0.165 -0.25 0.06 0.01
C 1.216 -4.648 0.027 0.23 0.34 -0.03
H 1.712 -1.642 -1.542 0.24 -0.54 0.16
H 3.953 -2.651 -1.864 -0.01 -0.11 0.08
H 4.467 -4.921 -0.968 -0.38 0.16 0.06
H 2.684 -6.209 0.207 -0.04 0.22 -0.10
H 0.447 -5.208 0.552 0.14 0.10 -0.08
C -1.429 -4.122 -2.318 -0.12 -0.08 -0.04
C -2.322 -4.517 -3.321 -0.01 0.27 0.25
C -3.480 -3.771 -3.562 0.14 0.02 0.14
C -3.731 -2.617 -2.813 0.01 0.01 0.12
C -2.852 -2.229 -1.798 0.08 -0.29 -0.30
H -0.520 -4.698 -2.147 -0.21 0.09 -0.04
H -2.113 -5.407 -3.911 -0.02 0.22 0.15
H -4.186 -4.091 -4.334 0.31 0.18 0.30
H -4.622 -2.022 -3.013 0.23 -0.17 0.07
H -3.058 -1.333 -1.211 -0.09 -0.13 -0.07
H 2.083 -0.042 -2.875 -0.66 0.08 -0.07
H 1.332 -0.080 -3.006 0.56 0.09 0.02
C 4.012 -0.038 1.243 0.25 0.00 -0.70
C 2.668 0.089 1.942 0.92 0.11 0.42
C 2.561 -1.084 2.900 -0.40 -0.20 0.05
C 2.630 1.424 2.686 -0.28 0.09 -0.17
O 1.619 0.030 0.962 -2.38 -0.06 -1.25
H 4.795 -0.010 2.009 -0.08 -0.07 -0.28
H 4.197 0.771 0.531 -0.05 0.13 0.18
H 4.089 -0.966 0.663 -0.04 0.01 0.33
H 3.382 -1.017 3.625 -0.21 -0.13 -0.19
H 1.620 -1.071 3.452 -0.02 0.06 0.04
H 2.631 -2.035 2.353 0.10 0.19 0.13
H 2.787 2.270 2.001 0.01 -0.24 0.16
H 1.680 1.582 3.206 0.11 -0.09 -0.02
H 3.444 1.409 3.420 -0.21 0.14 -0.10
```
Forces are in eV/Å.

Atomic partial charges in e from the Mulliken method, atoms 1 to 8:
1 Ti -0.421
2 P 1.931
3 C 0.707
4 O -0.283
5 P 2.347
6 C 0.259
7 C 0.205
8 C 0.212

---

3.
ORCA calculation (ωB97M-V/def2-TZVPD) on a structure of composition C41H42As2Br2N3OSSr.

Output
HOMO (eV): -9.9
Energy relative to the best compared isomer or geometry (same formula, charge and spin) (kcal per mole): 29.6
Spin multiplicity: 1
Kohn-Sham gap (eV): 7.44
Net charge: +1
Largest force on an atom (eV Å⁻¹): 2.69

Structure (XYZ):
```
93
Properties=species:S:1:pos:R:3:forces:R:3
Sr -0.181 0.631 -0.668 -0.32 -2.60 -0.61
C 1.164 -2.518 1.138 -0.34 0.11 0.41
C 2.543 -1.859 1.183 0.23 -0.08 -0.04
As 2.751 -0.343 -0.046 0.18 0.17 0.42
C 3.634 1.016 1.039 0.05 -0.03 -0.03
C 3.909 0.906 2.398 0.00 0.05 -0.04
C 4.556 1.938 3.068 -0.04 -0.05 -0.04
C 4.933 3.082 2.386 0.00 -0.01 0.02
C 4.652 3.201 1.034 -0.01 0.01 -0.04
C 4.001 2.179 0.365 -0.05 0.00 -0.07
C 4.225 -0.928 -1.142 0.07 -0.03 -0.06
C 5.407 -1.379 -0.558 0.00 -0.03 0.05
C 6.440 -1.839 -1.357 -0.03 0.04 0.01
C 6.304 -1.844 -2.740 -0.02 0.01 -0.02
C 5.136 -1.380 -3.325 0.00 0.00 0.07
C 4.098 -0.922 -2.523 -0.02 0.02 -0.13
As 0.893 -4.322 0.386 -0.07 0.00 -0.05
C 0.876 -4.051 -1.533 -0.03 -0.24 -0.11
C 0.441 -5.157 -2.263 0.01 0.06 -0.04
C 0.320 -5.094 -3.644 0.01 0.02 0.05
C 0.625 -3.917 -4.310 -0.01 -0.01 -0.03
C 1.063 -2.814 -3.592 0.04 0.07 -0.16
C 1.190 -2.884 -2.215 0.07 0.04 0.09
C 2.708 -4.963 0.610 -0.06 -0.20 0.00
C 3.731 -4.653 -0.278 0.02 0.06 -0.17
C 5.020 -5.105 -0.043 0.03 -0.02 0.01
C 5.294 -5.872 1.080 0.02 -0.02 0.04
C 4.277 -6.189 1.968 -0.01 0.05 -0.03
C 2.986 -5.739 1.730 0.04 -0.04 0.10
H 0.369 -1.908 0.680 0.28 -0.11 0.11
H 0.827 -2.689 2.170 0.04 0.14 -0.18
H 3.360 -2.562 0.984 -0.23 0.11 0.04
H 2.712 -1.482 2.188 0.02 0.05 0.01
H 3.633 0.030 2.967 -0.01 -0.09 -0.01
H 4.764 1.840 4.124 0.01 -0.01 0.06
H 5.439 3.882 2.908 0.02 0.04 0.02
H 4.931 4.099 0.501 0.00 0.03 -0.03
H 3.766 2.302 -0.689 0.01 -0.04 0.08
H 5.527 -1.370 0.522 -0.03 0.01 -0.08
H 7.355 -2.189 -0.901 0.05 -0.02 0.02
H 7.113 -2.200 -3.362 0.03 -0.02 -0.02
H 5.030 -1.373 -4.400 0.01 0.00 -0.06
H 3.188 -0.553 -2.990 0.06 -0.04 0.07
H 0.190 -6.080 -1.749 0.01 0.04 0.00
H -0.014 -5.963 -4.195 -0.01 -0.01 -0.03
H 0.527 -3.862 -5.386 0.00 0.01 -0.03
H 1.314 -1.900 -4.121 0.01 -0.03 0.05
H 1.547 -2.013 -1.672 -0.04 -0.09 -0.02
H 3.531 -4.050 -1.160 0.00 -0.06 0.05
H 5.809 -4.856 -0.738 0.04 0.01 -0.04
H 6.299 -6.227 1.262 0.04 -0.01 0.00
H 4.486 -6.791 2.840 0.02 -0.05 0.06
H 2.195 -6.001 2.425 0.00 0.02 -0.04
C -3.632 0.533 0.985 0.13 -0.17 -0.04
C -3.179 1.895 0.546 -0.28 -0.10 0.14
C -4.119 2.945 0.549 -0.08 -0.12 0.07
C -3.733 4.200 0.213 0.00 0.12 -0.03
C -2.390 4.457 -0.127 0.03 0.21 -0.04
C -1.902 5.753 -0.433 0.12 -0.17 -0.01
Br -3.054 7.247 -0.427 -0.07 0.07 0.00
C -0.585 5.935 -0.732 -0.03 -0.11 0.03
C 0.296 4.841 -0.745 -0.18 0.50 -0.08
Br 2.090 5.180 -1.183 0.14 -0.06 -0.03
C -0.103 3.553 -0.466 0.00 -0.27 0.11
O 0.727 2.538 -0.494 0.24 1.40 0.15
C -1.500 3.362 -0.140 -0.02 -0.10 0.10
N -1.930 2.077 0.189 0.01 1.24 0.09
H -4.413 0.635 1.736 -0.04 -0.05 0.03
H -2.815 -0.057 1.407 -0.06 0.10 -0.06
H -4.039 -0.036 0.143 0.01 0.06 0.05
H -5.139 2.739 0.838 -0.07 -0.03 0.02
H -4.439 5.019 0.221 -0.02 0.01 0.00
H -0.206 6.919 -0.961 0.02 0.05 -0.01
C -6.362 -3.675 -2.134 -0.04 0.00 -0.02
C -5.764 -2.915 -0.966 -0.05 0.04 0.20
N -4.381 -2.517 -1.202 0.18 0.17 -0.20
C -3.232 -2.919 -0.653 -0.05 0.02 0.09
S -1.813 -2.015 -0.952 0.09 0.23 -0.18
N -3.111 -4.008 0.107 0.30 0.07 0.11
C -3.968 -5.183 0.233 0.01 -0.10 -0.18
C -4.639 -5.281 1.590 -0.03 -0.01 0.03
H -7.410 -3.894 -1.943 -0.08 -0.02 0.02
H -5.843 -4.614 -2.318 0.04 -0.04 0.01
H -6.306 -3.084 -3.047 0.00 0.03 -0.04
H -5.817 -3.478 -0.037 0.00 0.01 -0.09
H -6.326 -1.993 -0.789 -0.01 -0.07 -0.04
H -4.241 -1.744 -1.840 -0.07 -0.10 0.10
H -2.163 -4.120 0.454 -0.19 -0.02 -0.05
H -3.319 -6.049 0.074 -0.06 0.03 0.04
H -4.683 -5.195 -0.588 0.00 0.01 0.09
H -3.896 -5.315 2.384 0.05 0.00 0.03
H -5.233 -6.190 1.648 -0.05 -0.07 0.01
H -5.292 -4.431 1.787 -0.02 0.03 -0.02
```
Forces are in eV/Å.

Atomic partial charges in e from the Mulliken method, atoms 1 to 8:
1 Sr 1.630
2 C -0.531
3 C -0.310
4 As 0.570
5 C 0.727
6 C -0.282
7 C -0.759
8 C -0.485

---

Q: Which electronic energy values were calculated for the entries above? A: -3910.1572; -3269.0670; -11875.4277, in Ha.